Entry 1:
Computed, not measured: C16H21FMgN4O5 as an isolated structure at a distorted geometry, with ωB97M-V with the def2-TZVPD basis set.

Calculated values
* frontier orbital gap: 5.357 eV
* total charge: 0

Cartesian coordinates (Å):
H: 4.836 0.746 -0.604
C: 4.195 -1.702 0.240
N: 1.482 -2.225 -0.435
C: 0.568 3.711 -1.092
O: -1.381 -3.110 1.661
H: -0.204 -3.424 -0.998
C: 1.937 -0.906 -0.508
N: 3.251 -0.643 -0.169
O: -2.029 0.722 -1.386
H: 3.831 -2.684 -0.179
C: -4.378 0.679 -0.503
C: 0.060 3.691 1.112
F: -0.504 -0.467 1.227
Mg: -0.359 0.944 -0.371
O: -5.253 -2.002 -0.090
H: 4.235 -1.888 1.334
H: -0.520 3.529 2.019
C: 1.498 4.511 -0.380
H: 3.370 1.482 0.024
H: 1.651 5.123 1.876
H: 0.330 -2.224 -2.203
C: -2.790 0.156 1.231
H: 2.388 -3.912 0.487
C: -1.844 -0.751 1.507
C: -2.190 -2.167 1.560
H: -1.439 2.971 -0.443
N: -3.932 -0.260 0.536
H: 0.825 -3.410 1.136
C: 0.693 -2.931 -1.459
H: -5.017 1.486 -0.115
H: -4.011 -3.273 1.519
C: 1.798 -3.037 0.733
C: -4.327 -1.586 0.579
C: 1.214 4.516 0.998
H: 3.389 0.956 -1.602
H: -4.901 0.048 -1.284
C: -3.176 1.344 -1.390
N: -3.564 -2.341 1.458
H: 5.171 -1.509 -0.201
H: 0.621 3.374 -2.120
H: 1.470 -3.668 -1.933
H: -2.666 1.237 1.358
H: 2.321 -2.456 1.479
O: -3.546 2.364 -2.005
C: 3.754 0.658 -0.567
H: 2.309 5.025 -0.874
O: 1.239 0.074 -0.988
C: -0.404 3.226 -0.179

Atomic partial charges in e from the Löwdin method, atoms 1 to 8:
1 H 0.0887
2 C -0.0358
3 N -0.1589
4 C -0.1734
5 O 0.0623
6 H 0.0970
7 C -0.3701
8 N -0.0978

---

Entry 2:
Computed, not measured: a 2-piece molecular cluster, C16H21FN2O5S overall at a distorted geometry, with ωB97M-V with the def2-TZVPD basis set.

Calculated values
* relative energy (zero: lowest compared OMol25 entry of this formula, charge and spin): 0.0 kJ/mol
* frontier orbital gap: 2.774 eV
* total charge: -2

Cartesian coordinates (Å):
H: -0.002 0.621 2.941
C: -1.021 -1.346 -1.203
H: 0.997 -1.037 1.248
O: -3.847 -1.502 -0.883
H: -0.581 2.018 -2.412
C: 0.443 2.372 -2.434
O: 0.346 2.583 2.321
C: 1.211 1.038 -0.410
H: -0.048 1.808 5.439
C: 2.716 -0.522 -1.566
H: -2.002 -1.810 -3.651
N: 3.131 1.748 1.256
C: 2.360 1.373 0.491
C: -4.958 -2.173 -1.135
H: -0.759 -3.530 -1.069
O: -5.643 -1.927 -2.184
H: 2.429 2.220 -1.848
H: -0.421 0.369 0.856
H: -0.006 3.409 0.488
H: -1.040 -1.214 -0.120
O: -5.291 -3.097 -0.283
H: -1.822 -0.736 -1.626
H: -0.889 1.285 -0.527
H: -1.231 1.835 3.407
H: 0.731 -1.853 -2.337
H: -2.416 -2.865 -0.918
C: 1.469 -1.468 0.364
H: 0.677 3.157 -3.143
H: 1.325 1.033 4.692
N: 3.705 -0.539 -2.151
C: -1.460 -2.784 -1.463
C: 1.407 1.924 -1.642
C: 1.405 -0.488 -0.840
H: 0.913 -2.380 0.148
H: 0.186 -0.236 -2.647
F: 3.319 -1.260 1.872
C: 0.613 1.852 4.574
S: -1.785 -3.070 -3.229
C: -0.150 1.243 0.274
H: 1.166 2.786 4.515
C: 0.337 -0.957 -1.847
O: 3.491 -2.802 0.323
C: 2.848 -1.928 0.789
C: -0.306 2.537 1.069
C: -0.160 1.657 3.253
H: -1.386 2.659 1.250

Atomic partial charges in e from the Löwdin method, atoms 1 to 8:
1 H 0.1054
2 C -0.2904
3 H 0.1197
4 O -0.2708
5 H 0.0758
6 C 0.0432
7 O -0.1660
8 C -0.3332

---

Entry 3:
Computed, not measured: C16H21MoO6PS9 as an isolated structure, with ωB97M-V with the def2-TZVPD basis set.

Calculated values
* frontier orbital gap (alpha / beta): 5.400 / 5.418 eV
* total charge: 0

Cartesian coordinates (Å):
H: -0.388 3.929 4.715
S: -2.649 0.451 -0.695
H: 2.372 5.209 2.550
C: -0.874 2.178 -3.818
H: 1.737 3.850 1.606
H: -3.146 4.699 3.290
S: 3.321 0.113 3.189
C: -3.741 3.095 1.981
C: -1.088 1.497 -2.615
O: -0.119 -2.083 -0.815
O: 3.449 -0.288 5.797
H: -2.027 -4.987 -0.329
P: -1.192 3.529 0.926
C: -3.458 2.029 -2.750
S: -0.643 4.334 -0.744
H: 1.313 4.416 4.722
C: 0.521 3.979 4.114
O: -2.756 3.320 0.929
H: -3.158 1.049 2.381
C: -1.167 -4.371 -0.083
C: -1.941 2.753 -4.469
O: -2.155 -1.956 0.351
H: -2.499 2.235 3.524
H: -4.447 1.964 -2.315
C: 1.885 -0.392 2.334
H: -0.266 -4.741 -0.567
H: 1.362 5.508 1.124
C: -4.017 4.397 2.715
C: -3.371 1.967 2.926
H: -4.252 5.184 1.998
H: 0.814 2.969 3.826
S: -0.614 -1.399 2.379
H: 0.131 2.252 -4.212
C: -3.232 2.695 -3.929
H: 0.059 5.857 3.182
H: -4.210 1.781 3.598
H: -1.027 -4.287 0.992
H: -1.779 3.259 -5.412
S: 1.841 -0.355 0.616
Mo: -0.640 -0.252 0.246
S: 1.141 -1.081 4.801
O: -2.169 -2.811 -1.950
C: 2.786 -0.401 4.811
C: 0.295 4.835 2.879
C: -2.385 1.411 -2.096
S: -0.317 1.680 1.533
H: -4.055 3.176 -4.440
H: -4.624 2.809 1.406
H: -4.864 4.264 3.388
C: 0.868 -0.902 3.086
S: -1.454 -2.736 -0.718
C: 1.516 4.852 1.976
O: -0.949 4.390 2.242
S: 0.222 0.734 -1.783

Atomic partial charges in e from the Löwdin method, atoms 1 to 8:
1 H 0.0823
2 S 0.8134
3 H 0.0894
4 C -0.1141
5 H 0.0634
6 H 0.0718
7 S 0.9861
8 C -0.4204

---

Entry 4:
Computed, not measured: a 2-piece molecular cluster, C16H21N2 overall at a distorted geometry, with ωB97M-V with the def2-TZVPD basis set.

Calculated values
* relative energy (zero: lowest compared OMol25 entry of this formula, charge and spin): 361.9 kJ/mol
* frontier orbital gap: 4.048 eV
* total charge: +1

Cartesian coordinates (Å):
H: -1.944 1.387 1.141
C: 3.942 -0.521 1.072
H: 3.071 -3.800 1.191
C: 1.487 -0.753 0.928
H: 2.087 4.393 -1.770
H: 0.537 4.486 -2.635
H: -3.048 -3.439 1.048
H: -0.514 2.130 -1.086
C: -2.786 -2.380 1.026
H: 1.427 2.636 -4.195
C: -2.182 0.330 1.049
H: 0.286 1.017 0.856
C: 2.954 -2.717 1.157
C: 2.676 0.042 1.001
H: -5.824 -1.526 0.278
H: -5.325 -2.967 1.157
H: -4.316 0.640 1.185
C: -5.257 -1.882 1.144
N: 0.043 1.854 -1.898
C: -3.504 -0.089 1.123
C: -1.095 -0.595 0.860
H: -5.780 -1.502 2.025
H: 0.547 4.139 -0.888
C: -1.469 -1.970 0.891
C: -3.830 -1.451 1.102
H: 2.917 2.633 -3.239
H: 1.975 1.127 -3.424
C: 1.079 3.968 -1.829
C: 0.230 -0.067 0.751
H: 5.101 -2.359 1.137
N: 1.221 2.543 -2.067
H: 2.560 1.119 0.985
H: 0.859 -2.824 1.272
H: 0.075 0.874 -2.159
H: -0.723 -2.750 0.797
H: 4.822 0.121 1.064
C: 1.909 2.212 -3.301
C: 4.100 -1.914 1.123
C: 1.690 -2.148 1.129

Atomic partial charges in e from the Löwdin method, atoms 1 to 8:
1 H 0.1197
2 C -0.0457
3 H 0.1207
4 C -0.1704
5 H 0.0890
6 H 0.0874
7 H 0.1284
8 H 0.0734

---

Entry 5:
Computed, not measured: C16H21N3O2SSn as an isolated structure at a distorted geometry, with ωB97M-V with the def2-TZVPD basis set.

Calculated values
* relative energy (zero: lowest compared OMol25 entry of this formula, charge and spin): 0.0 kJ/mol
* frontier orbital gap (alpha / beta): 6.962 / 4.967 eV
* total charge: +4

Cartesian coordinates (Å):
C: -1.135 -0.697 5.085
C: -1.056 -0.389 3.675
H: 1.757 -2.342 2.465
C: 0.025 3.161 -1.115
Sn: -0.219 0.818 -0.221
H: -4.342 2.973 -4.076
O: -3.275 -1.596 0.244
C: -0.752 3.272 0.032
H: -2.069 -1.234 5.297
H: 1.666 -4.807 0.476
O: -1.153 -1.902 -2.909
S: 0.474 -2.740 0.507
H: -5.437 2.683 -2.693
C: 1.767 2.043 0.151
C: -0.279 2.764 1.248
N: -1.027 -0.101 2.554
C: 1.846 -2.042 1.411
H: -1.669 3.860 0.013
H: -0.111 -5.040 0.462
N: -2.627 1.517 -1.905
C: -0.942 -1.055 -2.175
C: -4.678 2.229 -3.343
H: 2.760 1.633 0.214
H: -0.287 -1.330 5.383
H: -0.294 3.668 -2.031
H: 1.903 2.555 -1.952
C: 1.273 2.550 -1.066
H: 1.381 1.826 2.263
H: 1.841 -0.947 1.344
H: 4.882 -1.689 -2.042
H: 4.632 -0.643 -3.474
C: 2.942 -0.937 -2.287
N: 1.945 -0.511 -1.878
C: -3.550 1.796 -2.548
C: -2.437 -0.844 0.067
H: 0.705 -4.593 1.996
H: 3.992 -2.314 -3.461
C: 0.978 2.155 1.315
H: 2.781 -2.425 0.976
C: 4.182 -1.424 -2.847
H: -5.128 1.382 -3.874
H: -0.860 2.940 2.150
C: 0.713 -4.459 0.903
H: -1.115 0.235 5.666

Atomic partial charges in e from the Löwdin method, atoms 1 to 8:
1 C -0.0016
2 C -0.1895
3 H 0.0915
4 C -0.0633
5 Sn 1.4649
6 H 0.1203
7 O 0.1882
8 C -0.0537

---

Entry 6:
Computed, not measured: C16H21N3O3Pt as an isolated structure at a distorted geometry, with ωB97M-V with the def2-TZVPD basis set.

Calculated values
* frontier orbital gap (alpha / beta): 9.101 / 4.891 eV
* total charge: +4
* 2S+1: 5

Cartesian coordinates (Å):
C: 0.023 -6.317 -0.286
H: -3.403 0.345 0.275
C: 0.274 -6.408 -1.690
C: -0.135 -1.103 1.723
C: -2.631 3.590 0.210
H: 0.001 -3.204 2.295
H: 0.651 -5.294 -3.530
C: -0.018 -2.430 1.548
H: 4.077 2.171 -0.907
C: 3.885 3.102 -0.385
H: 2.132 3.805 2.108
O: -0.238 3.697 0.489
H: 0.601 5.448 1.212
C: 2.239 4.109 1.054
C: 0.876 4.634 0.542
H: 4.721 3.335 0.310
H: 0.120 -1.292 -1.499
H: -4.056 1.601 -0.827
H: -1.526 5.368 0.551
N: 0.330 -8.723 -2.784
H: -0.154 -7.213 0.295
H: -4.426 1.654 0.896
C: 0.021 -5.092 0.316
C: 0.360 -7.662 -2.289
O: -2.475 2.185 0.436
C: 0.060 -1.445 -0.434
Pt: -0.216 1.537 0.359
N: 0.102 -2.654 0.176
H: -3.582 3.939 0.621
H: -2.658 3.790 -0.865
H: 0.658 -3.130 -2.438
C: -3.657 1.393 0.166
H: 2.964 4.921 0.981
C: -1.506 4.327 0.870
H: 1.031 5.030 -0.463
C: 0.455 -4.010 -1.844
H: -1.602 4.300 1.956
O: 2.693 2.975 0.352
N: -0.091 -0.488 0.468
H: -0.158 -5.051 1.381
H: -0.244 -0.559 2.647
C: 0.467 -5.223 -2.466
H: 3.825 3.963 -1.078
C: 0.210 -3.923 -0.454

Atomic partial charges in e from the Löwdin method, atoms 1 to 8:
1 C 0.0927
2 H 0.0975
3 C -0.0991
4 C -0.0629
5 C -0.1404
6 H 0.1500
7 H 0.1607
8 C 0.0357